(1)
Molecular formula: C17H35GeN2NiO4Te4
Method: DFT, ωB97M-V with the def2-TZVPD basis set

Geometry as XYZ:
```
64
Properties=species:S:1:pos:R:3:forces:R:3
Ni -0.4555 -0.4813 -0.6408 -0.1 0.1 0.0
C -3.4107 0.8579 -1.9082 0.0 0.0 0.0
C -2.3769 1.8255 -1.3338 0.0 0.0 0.0
C -3.0596 3.0811 -0.7964 0.0 0.0 0.0
C -1.3782 2.2087 -2.4200 0.0 0.0 0.0
O -1.6458 1.2060 -0.2701 0.0 0.0 0.0
Ge -2.5575 0.4967 1.2756 0.1 -0.1 0.0
O -1.9667 -1.1929 0.6192 0.0 0.0 0.0
C -2.6398 -2.4361 0.7890 0.0 0.0 0.0
C -1.6156 -3.5562 0.6352 0.0 0.0 0.0
C -3.7280 -2.5593 -0.2758 0.0 0.0 0.0
C -3.2549 -2.5117 2.1864 0.0 0.0 0.0
O -0.9778 0.6310 2.2752 0.0 0.1 -0.1
C -0.6052 1.8463 2.9311 -0.1 0.0 0.0
C 0.1146 1.4621 4.2192 0.0 0.0 0.0
C -1.8278 2.7009 3.2798 0.0 0.0 0.0
C 0.3258 2.6480 2.0220 0.0 0.0 0.0
H -3.9253 1.2994 -2.7638 0.0 0.0 0.0
H -2.9163 -0.0619 -2.2296 0.0 0.0 0.0
H -4.1592 0.6000 -1.1555 0.0 0.0 0.0
H -3.5773 3.6109 -1.5988 0.0 0.0 0.0
H -3.7906 2.8305 -0.0254 0.0 0.0 0.0
H -2.3137 3.7515 -0.3649 0.0 0.0 0.0
H -1.8792 2.7272 -3.2399 0.0 0.0 0.0
H -0.6107 2.8667 -2.0078 0.0 0.0 0.0
H -0.8894 1.3167 -2.8166 0.0 0.0 0.0
H -1.0899 -3.4680 -0.3161 0.0 0.0 0.0
H -0.8731 -3.5065 1.4322 0.0 0.0 0.0
H -2.1098 -4.5297 0.6817 0.0 0.0 0.0
H -3.2808 -2.4719 -1.2682 0.0 0.0 0.0
H -4.2519 -3.5153 -0.2034 0.0 0.0 0.0
H -4.4575 -1.7554 -0.1594 0.0 0.0 0.0
H -2.4866 -2.3174 2.9374 0.0 0.0 0.0
H -4.0505 -1.7748 2.3083 0.0 0.0 0.0
H -3.6765 -3.5026 2.3670 0.0 0.0 0.0
H -0.5609 0.9017 4.8677 0.0 0.0 0.0
H 0.9786 0.8357 3.9943 0.0 0.0 0.0
H 0.4591 2.3501 4.7531 0.0 0.0 0.0
H -2.5522 2.1197 3.8529 0.0 0.0 0.0
H -1.5216 3.5622 3.8770 0.0 0.0 0.0
H -2.3248 3.0789 2.3825 0.0 0.0 0.0
H 1.2679 2.1111 1.8833 0.0 0.0 0.0
H -0.1486 2.7915 1.0491 0.0 0.0 0.0
H 0.5584 3.6231 2.4551 0.0 0.0 0.0
Te 1.2590 -0.9409 1.3425 0.0 0.0 0.0
Te 3.7017 -2.1446 0.6441 0.0 0.0 0.0
Te 3.1551 -1.3888 -1.9147 0.0 0.0 0.0
Te 1.8494 0.7524 -0.7996 0.0 -0.1 0.0
N -0.5743 -1.7369 -2.2295 0.0 0.0 0.0
C -0.7782 -2.6260 -2.9338 0.0 0.1 0.0
N -1.0024 -3.6278 -3.7690 0.1 0.0 0.0
C 0.0161 -4.6915 -3.8106 0.0 0.0 0.0
C -0.2141 -5.5124 -5.0645 0.0 0.0 0.0
O -1.5344 -6.0224 -5.1002 0.0 0.0 0.0
C -2.4827 -4.9723 -5.1281 0.0 0.0 0.0
C -2.3847 -4.1198 -3.8772 0.0 0.0 0.0
H -0.0700 -5.3263 -2.9224 0.0 0.0 0.0
H 1.0020 -4.2282 -3.8231 0.0 0.0 0.0
H 0.4578 -6.3685 -5.0820 0.0 0.0 0.0
H -0.0280 -4.8942 -5.9516 0.0 0.0 0.0
H -3.4667 -5.4331 -5.1924 0.0 0.0 0.0
H -2.3219 -4.3474 -6.0156 0.0 0.0 0.0
H -2.6415 -4.7159 -2.9949 0.0 0.0 0.0
H -3.0582 -3.2655 -3.9370 0.0 0.0 0.0
```
Forces are in eV/Å.

Summary:
Energy above the lowest of the compared OMol25 structures with the same formula, charge and spin: 1.3 kcal/mol
2S+1: 2
HOMO (spin up / spin down): -6.9 / -6.8 eV
⟨S²⟩: 0.772
HOMO-LUMO gap (spin up / spin down): 5.76 / 5.71 eV
Total charge: 0

=====

(2)
Molecular formula: C5H4BrN2O4
Method: DFT, ωB97M-V with the def2-TZVPD basis set

Geometry as XYZ:
```
16
Properties=species:S:1:pos:R:3:forces:R:3
C -0.9768 1.8620 0.2737 1.7 0.5 0.3
C -2.5314 0.3356 -0.0335 0.8 -5.3 -0.8
C -0.2783 3.1842 -0.2457 -1.4 0.0 0.4
C -0.0106 0.7039 0.6908 -1.8 0.8 -0.6
C -0.2704 -0.2778 -0.4188 3.0 -0.2 -0.5
N -2.2207 1.5848 0.0371 1.3 3.0 0.1
N -1.6539 -0.6644 -0.3237 -3.5 0.8 0.0
O -0.0147 2.9479 -1.4391 0.4 -0.1 0.1
O -1.9719 -1.9511 -0.5022 0.4 1.5 0.1
O -0.1550 4.1805 0.4715 0.2 -0.5 -0.1
O 0.4791 -1.4518 -0.1835 0.8 0.7 -0.3
Br -4.3101 -0.1879 0.0708 -0.4 -0.1 0.1
H 1.0041 0.9694 0.8166 1.1 0.7 -0.6
H -0.2531 0.2479 1.6375 -0.7 -0.2 0.4
H 0.0718 0.2917 -1.4123 -1.2 -1.5 1.5
H -0.1250 -2.2076 -0.1775 -0.7 0.1 -0.3
```
Forces are in eV/Å.

Summary:
Energy above the lowest of the compared OMol25 structures with the same formula, charge and spin: 4.7 kcal/mol
HOMO (spin up / spin down): -4.8 / -4.8 eV
Structure (SMILES): O=C([O-])C1=NC(Br)=[N+]([O-])[C@H](O)C1
HOMO-LUMO gap (spin up / spin down): 7.70 / 7.70 eV
Total charge: -1

=====

(3)
Molecular formula: C6H7I
Method: DFT, ωB97M-V with the def2-TZVPD basis set

Geometry as XYZ:
```
14
Properties=species:S:1:pos:R:3:forces:R:3
C 0.6897 -0.3673 -0.9699 0.2 0.3 0.4
C -0.4504 -1.1571 -1.3990 -0.3 -0.3 0.0
C 0.4673 0.3089 0.1696 0.1 0.1 -0.2
C -1.4705 -1.0278 -0.5604 0.7 2.3 2.9
C -0.8914 0.0549 0.7133 -1.3 -2.6 -3.2
C 1.4070 1.2358 0.8704 0.1 -0.1 0.0
I -3.4099 -1.7542 -0.5636 0.4 0.0 -0.1
H 1.6090 -0.3506 -1.5293 0.2 0.1 -0.1
H -0.4355 -1.7638 -2.2859 -0.1 -0.1 -0.2
H -0.9083 -0.5096 1.6373 0.0 0.0 0.3
H -1.5582 0.9083 0.7533 0.0 0.2 0.1
H 0.8492 1.9412 1.4820 0.1 0.1 0.1
H 2.0130 1.7926 0.1596 0.1 0.1 0.0
H 2.0891 0.6887 1.5224 0.0 0.0 0.1
```
Forces are in eV/Å.

Summary:
Energy above the lowest of the compared OMol25 structures with the same formula, charge and spin: 2.5 kcal/mol
HOMO: -8.1 eV
Structure (SMILES): CC1=CC=C(I)C1
HOMO-LUMO gap: 8.82 eV
Total charge: 0

=====

(4)
Molecular formula: C40H82N2O28S5
Method: DFT, ωB97M-V with the def2-TZVPD basis set

Geometry as XYZ:
```
157
Properties=species:S:1:pos:R:3:forces:R:3
C -1.5345 -0.6089 -4.8204 0.3 0.3 0.4
C -2.9913 -0.5473 -5.0120 -0.4 -0.3 -1.2
O -3.5140 -1.3882 -5.7180 -1.1 -0.3 0.1
N -3.6432 0.5109 -4.4750 -1.1 0.4 0.7
C -5.0792 0.6764 -4.5683 -1.0 -0.2 0.3
H -1.1353 -1.3968 -5.4592 0.0 0.2 0.2
H -1.3747 -0.8346 -3.7661 0.6 0.2 0.0
H -1.1936 0.3822 -5.1196 0.8 -0.1 0.3
H -3.1655 1.3000 -4.0637 0.4 -0.4 0.0
H -5.6528 -0.2493 -4.5221 0.6 -0.5 -0.9
H -5.3976 1.2802 -5.4181 0.1 -0.2 -0.2
H -5.5669 1.0971 -3.6890 0.9 0.8 0.4
C 2.7665 0.6635 -3.5682 0.8 -0.6 -0.5
C 3.7031 -0.3353 -4.3408 -1.6 -0.1 1.1
O 3.3611 -1.4944 -4.5437 0.0 -0.2 0.3
N 4.9199 0.0841 -4.6980 0.6 1.3 -0.5
C 5.2924 1.4819 -4.9491 0.8 -0.5 0.7
H 3.1326 0.8572 -2.5600 0.6 0.0 -0.1
H 1.7874 0.2204 -3.3859 0.0 0.0 -0.7
H 2.7326 1.6160 -4.0972 -0.4 0.0 0.1
H 5.5578 -0.6202 -5.0401 -0.4 0.0 -0.2
H 5.1667 2.0809 -4.0471 -0.2 0.0 -0.1
H 4.8280 1.9760 -5.8024 -0.3 -0.3 0.0
H 6.3648 1.4554 -5.1420 0.0 0.2 0.0
C -5.7144 -4.7558 2.7532 -0.7 0.7 0.8
C -6.7570 -3.6165 2.7124 -0.6 0.8 -0.9
O -6.1406 -2.4082 3.1849 2.0 1.1 0.3
S -4.4877 -2.4750 3.1231 -1.1 -1.5 1.2
O -3.8770 -1.7938 4.2738 -1.6 -1.8 -2.5
O -3.9623 -2.2630 1.8025 -0.7 0.0 1.2
O -4.5983 -4.1310 3.3951 1.7 0.9 0.0
H -5.5023 -5.2446 1.8023 0.3 0.5 -0.1
H -6.0870 -5.5198 3.4355 0.3 0.0 0.1
H -7.6332 -3.7701 3.3424 0.3 -0.2 0.2
H -7.1354 -3.3340 1.7301 0.1 -0.6 -0.3
C 3.7387 -2.8507 -0.5648 -1.2 0.5 0.1
C 4.7110 -3.2245 -1.6533 0.2 -0.7 -0.6
O 5.9917 -2.6449 -1.3155 0.2 0.9 1.0
S 5.7848 -1.3148 -0.3767 -0.7 0.0 -3.9
O 5.3903 -0.2178 -1.3035 0.7 -2.4 3.0
O 6.9527 -1.1396 0.4750 -2.5 -0.5 -0.5
O 4.4373 -1.9802 0.3352 1.8 1.7 0.8
H 3.3001 -3.6383 0.0478 0.6 -0.3 -0.1
H 2.8821 -2.3366 -1.0007 0.1 0.4 0.0
H 4.3603 -2.8912 -2.6301 0.2 0.4 0.1
H 4.8052 -4.3091 -1.7079 0.5 0.1 0.1
C -1.3210 -5.2187 4.7024 -1.0 0.8 1.0
C -0.8409 -3.8519 5.1486 -1.1 0.4 1.1
O -0.1709 -3.2910 4.0313 0.8 0.4 -1.4
S 0.3894 -4.4120 2.9931 -2.0 -0.7 0.6
O 1.8094 -4.5162 2.9492 -0.2 0.1 1.0
O -0.2446 -4.3211 1.7163 -0.2 0.3 0.8
O -0.3102 -5.6014 3.8841 3.6 -1.5 -2.9
H -2.2518 -5.2275 4.1353 -0.2 0.4 0.2
H -1.4113 -5.9228 5.5295 0.1 0.0 0.0
H -0.1502 -3.8263 5.9915 0.1 -0.5 0.0
H -1.7076 -3.2619 5.4466 0.1 0.5 -0.4
C 1.8220 -4.3094 -5.1235 1.0 0.3 -0.1
C 2.4966 -4.9966 -3.9327 0.9 -1.1 -0.9
O 2.0741 -4.3367 -2.7457 -1.1 1.2 0.4
S 0.5966 -3.5813 -2.9614 0.4 0.2 -2.2
O 0.7089 -2.1113 -2.8294 -0.1 -3.7 0.5
O -0.4407 -4.3738 -2.3282 1.8 1.7 -0.7
O 0.5846 -3.9388 -4.5939 -2.0 0.7 2.0
H 1.6729 -4.9334 -6.0046 -0.2 -0.5 0.4
H 2.3097 -3.4181 -5.5183 0.4 0.1 0.5
H 3.5826 -5.0772 -3.9811 0.2 1.1 0.1
H 2.2971 -6.0673 -3.8884 -1.1 0.0 0.2
C -1.1388 6.0549 -2.1485 0.5 0.4 -1.0
C -0.6044 6.2379 -3.5689 -1.2 0.9 0.5
O -0.9123 5.0359 -4.2129 -0.1 -3.2 -0.7
S -0.9919 3.7336 -3.2380 1.6 -1.8 0.6
O 0.2265 2.8537 -3.3476 -3.8 2.7 0.2
O -2.3276 3.0611 -3.3035 3.6 2.5 0.3
O -0.7110 4.6834 -1.8901 -1.2 -0.5 -0.4
H -2.2089 6.2370 -2.0496 -0.1 -0.6 0.0
H -0.6179 6.8125 -1.5631 0.2 -0.8 0.7
H 0.4495 6.5026 -3.4838 0.1 -0.4 -0.6
H -1.2004 6.8933 -4.2039 0.4 0.8 0.5
C 2.7812 3.9128 1.2117 0.1 0.2 0.8
C 4.1667 4.3353 0.6137 -0.8 0.1 0.0
C 3.8177 4.9124 -0.8015 -1.1 -0.5 1.8
O 2.4041 5.2379 -0.7110 0.6 0.5 0.1
C 1.7411 4.3403 0.2086 0.3 -0.5 -2.2
H 2.5667 4.4017 2.1620 0.3 0.2 0.1
H 2.7045 2.8521 1.4505 0.1 -0.2 -0.3
H 4.8535 3.4938 0.5226 0.0 0.0 0.0
H 4.5879 5.0633 1.3070 0.2 0.1 -0.4
H 3.9910 4.1076 -1.5159 -0.1 0.1 -0.4
H 4.3717 5.8168 -1.0527 -0.2 -0.1 -0.1
H 1.4332 3.5037 -0.4187 0.0 -0.5 0.0
H 0.7801 4.7594 0.5070 0.4 0.5 0.6
C 0.9763 1.9197 5.2727 1.1 -1.1 0.1
C 0.3295 3.0177 6.0379 -1.6 1.6 0.5
C -0.4697 3.7714 4.9353 -0.1 0.6 -0.3
O 0.0640 3.3430 3.6489 0.8 0.8 0.5
C 0.4965 2.0129 3.8192 -0.6 -0.4 0.9
H 0.9599 0.9144 5.6938 -0.7 -0.1 0.1
H 2.0479 2.1190 5.2614 0.3 0.2 -0.2
H 1.0173 3.6984 6.5395 0.5 0.1 -0.5
H -0.3178 2.8118 6.8904 -0.3 -0.9 -0.3
H -0.4072 4.8525 5.0594 0.8 0.1 -0.4
H -1.5557 3.6902 4.8889 -0.1 -1.1 0.3
H 1.3662 1.6638 3.2625 -0.2 0.7 -1.0
H -0.3600 1.3946 3.5505 0.0 -0.6 0.3
C -3.0678 4.4738 0.9142 -1.4 1.8 0.8
C -3.3957 3.0679 0.6370 0.3 -1.7 -0.4
C -2.7503 2.3636 1.8216 -0.5 -1.3 -0.4
O -3.0946 3.1927 2.9253 0.6 -1.5 -0.1
C -3.0821 4.5105 2.4840 0.4 0.6 -1.1
H -3.9248 5.0367 0.5443 0.2 0.6 -0.1
H -2.1718 4.8853 0.4494 0.2 -0.3 0.2
H -3.0569 2.7619 -0.3528 0.1 -0.4 0.1
H -4.4731 2.9132 0.6953 0.0 0.0 -0.1
H -1.6962 2.1532 1.6408 0.5 0.8 0.3
H -3.1173 1.3546 2.0095 -0.5 0.1 0.1
H -2.1443 4.9724 2.7926 -0.2 0.5 0.5
H -4.0054 4.9327 2.8808 0.4 0.7 0.0
C 0.8416 0.1948 0.1115 0.7 0.0 0.4
C 0.3604 -0.8546 1.1387 0.5 -0.5 -0.9
C -1.1410 -0.9661 0.8755 0.0 0.9 0.4
O -1.4849 0.2020 0.0978 0.8 0.0 -0.4
C -0.3212 0.4744 -0.7686 -1.8 -0.2 -0.5
H 1.7578 -0.0896 -0.4060 0.0 -0.1 -0.2
H 1.0083 1.1763 0.5552 0.4 -0.2 0.7
H 0.7041 -0.5877 2.1381 -0.6 0.1 0.2
H 0.7318 -1.8623 0.9526 0.6 0.1 -0.2
H -1.6502 -1.0071 1.8384 -0.5 0.5 -0.2
H -1.4366 -1.8718 0.3461 0.3 -0.1 -0.2
H -0.3191 1.5014 -1.1336 -0.4 0.3 0.6
H -0.4018 -0.0623 -1.7138 0.1 -0.8 0.2
C -4.6594 -2.2923 -1.9740 0.9 0.1 0.1
C -5.7650 -2.9664 -1.1816 -0.7 2.2 -0.2
C -5.8880 -4.3341 -1.7201 0.8 -0.3 -0.2
O -4.6591 -4.5483 -2.3937 1.6 -0.3 0.1
C -3.7032 -3.4522 -2.1407 -0.8 -0.2 -1.2
H -4.2892 -1.4066 -1.4576 0.3 -0.1 0.1
H -4.9261 -1.9637 -2.9785 -0.5 -0.1 0.0
H -6.6401 -2.3633 -1.4237 -0.5 -0.1 0.9
H -5.4645 -2.9758 -0.1339 -0.4 0.3 0.1
H -6.7086 -4.4382 -2.4299 0.0 -0.2 0.0
H -5.9805 -5.0249 -0.8821 -0.3 -0.5 -0.1
H -3.1187 -3.3657 -3.0566 0.0 -0.1 0.0
H -2.9774 -3.5809 -1.3377 -0.4 -0.5 0.5
C 4.0383 0.1291 2.9322 -0.6 0.6 -0.7
C 4.5717 1.3561 3.6678 -0.5 0.4 -0.6
C 4.9265 0.7342 5.0071 0.6 0.8 -1.6
O 5.3596 -0.5755 4.6618 0.4 -1.0 0.5
C 5.0336 -0.9496 3.2950 -1.5 1.6 0.4
H 4.0147 0.2288 1.8470 -0.2 0.2 0.1
H 3.0379 -0.1294 3.2793 -0.1 -0.2 0.0
H 3.9090 2.2189 3.7350 -0.5 -0.4 0.3
H 5.3822 1.7950 3.0859 0.7 -0.3 0.4
H 4.0623 0.6600 5.6673 -0.6 -0.6 0.1
H 5.6290 1.2806 5.6365 0.6 -0.5 0.0
H 4.6202 -1.9478 3.1511 0.7 -0.4 0.7
H 5.8995 -0.7585 2.6611 0.9 -0.3 0.2
```
Forces are in eV/Å.

Summary:
2S+1: 2
HOMO (spin up / spin down): -10.1 / -10.1 eV
⟨S²⟩: 0.754
HOMO-LUMO gap (spin up / spin down): 7.78 / 1.68 eV
Total charge: +1